1.
{
  "formula": "C13H25Br2O15P",
  "method": "ωB97M-V/def2-TZVPD",
  "lumo_ev": -0.157,
  "smiles": "C[C@H](Br)[C@@H](Br)OC(=O)OP(=O)(O)O.COC(=O)OC.COC(=O)OC.COC(=O)OC",
  "max_force_ev_per_a": 0.484,
  "gap_ev": 10.53,
  "species": ["C", "C", "Br", "C", "Br", "O", "C", "O", "O", "P", "O", "O", "O", "H", "H", "H", "H", "H", "H", "H", "C", "O", "C", "O", "O", "C", "H", "H", "H", "H", "H", "H", "C", "O", "C", "O", "O", "C", "H", "H", "H", "H", "H", "H", "C", "O", "C", "O", "O", "C", "H", "H", "H", "H", "H", "H"],
  "positions_angstrom": [[-1.97732, -1.65541, -1.50862], [-3.10765, -1.22018, -2.42941], [-2.89077, -2.01085, -4.18541], [-3.29967, 0.28855, -2.50601], [-1.66686, 1.27503, -2.80122], [-4.17055, 0.71788, -3.54803], [-5.39850, 0.16573, -3.60892], [-5.91468, -0.22436, -4.59967], [-5.97486, 0.14297, -2.36477], [-7.26849, -0.82661, -2.09072], [-8.47590, -0.54950, -2.83733], [-6.66026, -2.28798, -2.25662], [-7.38024, -0.65532, -0.52786], [-2.23797, -1.46397, -0.46610], [-1.03391, -1.18368, -1.77074], [-1.84910, -2.73161, -1.61303], [-4.03386, -1.62158, -2.01299], [-3.69449, 0.65015, -1.55727], [-6.58280, -2.53854, -3.18867], [-6.54340, -0.47798, -0.08585], [3.00838, 2.48450, 1.84221], [1.70032, 2.18068, 1.34123], [0.91378, 3.24582, 1.17870], [1.21568, 4.38681, 1.40479], [-0.26343, 2.82419, 0.71553], [-1.20934, 3.87225, 0.48029], [3.52581, 1.53294, 1.92092], [3.53796, 3.14222, 1.15605], [2.94228, 2.94828, 2.82451], [-0.82806, 4.57082, -0.26199], [-1.43756, 4.40386, 1.40199], [-2.10456, 3.39090, 0.09782], [5.01722, -0.72588, 7.53925], [4.20394, 0.11631, 6.71545], [3.35890, -0.54289, 5.92526], [3.23955, -1.73804, 5.85954], [2.66666, 0.34993, 5.21695], [1.71597, -0.22487, 4.31623], [5.64412, -0.05456, 8.11776], [4.39720, -1.32463, 8.20347], [5.63451, -1.37947, 6.92612], [0.97347, -0.80920, 4.85621], [2.21504, -0.85640, 3.58311], [1.23629, 0.60947, 3.81223], [3.79142, -3.36680, -4.27740], [2.81559, -2.34423, -4.05281], [3.23393, -1.35044, -3.27138], [4.32162, -1.26087, -2.76455], [2.23994, -0.47183, -3.14476], [2.55368, 0.65488, -2.32214], [3.31058, -4.09554, -4.92251], [4.67084, -2.95498, -4.76850], [4.08127, -3.83226, -3.33736], [3.38690, 1.21917, -2.73668], [2.79234, 0.33625, -1.30885], [1.65903, 1.27087, -2.30742]]
}



2.
{
  "formula": "C13H25Cl3N6PS",
  "method": "ωB97M-V/def2-TZVPD",
  "lumo_ev": -4.208,
  "total_charge": 1,
  "max_force_ev_per_a": 5.230,
  "gap_ev": 6.94,
  "species": ["C", "C", "C", "C", "C", "N", "C", "P", "C", "C", "N", "C", "N", "Cl", "C", "N", "N", "N", "C", "S", "H", "H", "H", "H", "H", "H", "H", "H", "H", "H", "H", "H", "H", "H", "H", "H", "H", "H", "H", "H", "H", "Cl", "C", "C", "Cl", "H", "H", "H", "H"],
  "positions_angstrom": [[-4.16882, 0.98860, -0.27444], [-3.39054, -0.33004, -0.71366], [-3.33160, -1.42714, 0.43517], [-1.94623, -0.01970, -1.37250], [-1.19737, 1.16251, -0.63476], [0.16210, 1.46184, -1.14690], [1.35159, 1.20615, -0.42931], [1.68080, 0.48081, 1.27119], [1.58863, 1.77352, 2.63693], [0.61738, -1.03106, 1.63587], [2.51963, 1.60555, -1.12770], [1.95676, 2.14813, -2.34489], [2.69077, 2.68600, -3.32172], [2.10640, 3.38700, -4.76248], [4.18355, 2.71790, -3.12379], [4.84841, 1.50613, -3.67512], [0.55129, 2.02325, -2.33771], [-0.44612, 2.34240, -3.25070], [-0.50589, 1.46369, -4.21429], [-0.99962, 0.24838, -5.20272], [-3.73785, 1.43357, 0.67062], [-4.21069, 1.78849, -1.06847], [-5.23414, 0.67306, -0.04283], [-4.00268, -0.77803, -1.56794], [-4.37944, -1.48729, 0.87724], [-3.10199, -2.45435, 0.02680], [-2.60462, -1.07501, 1.22780], [-1.33356, -0.96474, -1.28825], [-2.16914, 0.18959, -2.46844], [-1.06286, 0.90019, 0.46628], [-1.76857, 2.14554, -0.63275], [2.37431, 1.46932, 3.40674], [1.90303, 2.81424, 2.29659], [0.60412, 1.78896, 3.19969], [0.52108, -1.08572, 2.77288], [1.19775, -1.95157, 1.32693], [-0.40725, -1.01622, 1.16460], [4.47624, 2.96853, -2.06603], [4.55075, 3.58799, -3.76253], [5.25453, 1.00112, -2.87926], [5.65835, 1.85082, -4.21169], [-0.50080, -3.11596, 5.82663], [-0.26265, -4.69769, 5.04254], [0.20179, -4.55704, 3.60929], [-1.07173, -3.89289, 2.55365], [-1.19880, -5.25257, 5.10818], [0.49078, -5.23007, 5.62481], [0.46658, -5.53607, 3.20725], [1.07636, -3.91013, 3.53318]]
}



3.
{
  "formula": "C13H25F7NbO6S",
  "method": "ωB97M-V/def2-TZVPD",
  "lumo_ev": 1.222,
  "total_charge": -1,
  "max_force_ev_per_a": 4.749,
  "gap_ev": 7.02,
  "species": ["C", "C", "O", "C", "C", "O", "Nb", "S", "O", "O", "C", "F", "F", "C", "F", "F", "C", "F", "F", "F", "H", "H", "H", "H", "H", "H", "H", "H", "H", "H", "H", "H", "H", "C", "C", "O", "C", "H", "H", "H", "H", "H", "H", "C", "C", "O", "C", "H", "H", "H", "H", "H", "H"],
  "positions_angstrom": [[0.54467, 3.77565, 4.53279], [-0.74757, 2.83172, 4.39874], [-0.40002, 1.47568, 4.73311], [0.21848, 0.80088, 3.59006], [-0.84270, 0.41677, 2.45484], [-0.73451, -0.94509, 1.95052], [1.15756, -1.11850, 0.99416], [0.07767, -0.79491, -1.32744], [0.10931, -2.10585, -2.10262], [-1.32075, -0.23664, -1.23899], [1.23390, 0.39989, -2.26365], [2.48315, -0.26018, -2.29532], [1.27266, 1.56780, -1.45444], [0.70443, 0.80565, -3.70758], [-0.53306, 1.47409, -3.58470], [0.41659, -0.35379, -4.45307], [1.76353, 1.66383, -4.54014], [2.84876, 2.11427, -3.79838], [1.20632, 2.81226, -5.13620], [2.28352, 0.85731, -5.56805], [0.68484, 4.14111, 5.61006], [0.37392, 4.67665, 3.84263], [1.51067, 3.26001, 4.20679], [-1.14043, 2.96804, 3.34002], [-1.50302, 3.17167, 5.18915], [0.72462, -0.11940, 4.04167], [0.98798, 1.48868, 3.09638], [-1.88576, 0.62787, 2.87308], [-0.72409, 1.10064, 1.54016], [0.90720, -2.94036, 0.92771], [2.80789, -1.26739, 0.20693], [1.43487, 0.70490, 1.07434], [1.99674, -1.29275, 2.61155], [-3.50585, 1.49543, -6.37626], [-3.95097, 2.89872, -6.06100], [-5.07811, 3.27716, -6.31608], [-2.94465, 3.81473, -5.41743], [-4.33132, 0.94903, -6.83608], [-2.66820, 1.51939, -7.07638], [-3.21478, 0.98223, -5.45727], [-2.08243, 3.94074, -6.07551], [-2.62953, 3.40297, -4.45642], [-3.40115, 4.79154, -5.24735], [2.36700, -6.42427, 3.07454], [1.86134, -5.32592, 3.97244], [2.39776, -4.23930, 4.00151], [0.66278, -5.63033, 4.83263], [3.23164, -6.06380, 2.51472], [2.67146, -7.28488, 3.67452], [1.58772, -6.71397, 2.36664], [0.89136, -6.45559, 5.51076], [-0.19190, -5.88497, 4.20252], [0.41045, -4.74942, 5.42537]]
}



4.
{
  "formula": "C13H25IIrP2",
  "method": "ωB97M-V/def2-TZVPD",
  "s2": 8.77,
  "de_lowest_kcal_mol": 63.2,
  "lumo_ev": [-7.455, -11.601],
  "multiplicity": 6,
  "total_charge": 2,
  "max_force_ev_per_a": 4.196,
  "gap_ev": [5.02, 3.42],
  "species": ["C", "C", "H", "H", "H", "H", "H", "H", "Ir", "C", "H", "H", "H", "I", "C", "P", "C", "C", "C", "C", "C", "C", "C", "P", "C", "C", "H", "H", "H", "H", "H", "H", "H", "H", "H", "H", "H", "H", "H", "H", "H", "H"],
  "positions_angstrom": [[0.04471, -0.90979, -3.76713], [0.48253, 0.56613, -3.54315], [0.80066, -1.68517, -3.86638], [-0.38942, -0.80445, -4.77046], [-0.80207, -1.29446, -3.19002], [0.64083, 0.99416, -2.49778], [1.44568, 0.72386, -4.02782], [-0.26799, 1.21092, -4.00111], [0.14964, -0.32707, -1.48816], [-1.90012, -0.50364, -1.34428], [-2.35547, 0.36759, -1.82225], [-2.32562, -0.65845, -0.34976], [-2.13703, -1.38534, -1.96013], [2.70661, -1.09127, -2.02232], [2.15463, -1.99572, 1.04781], [0.51582, -1.48734, 0.41269], [-0.55479, -2.91775, 0.40895], [-0.04148, -0.48506, 1.86313], [-0.15796, -1.00547, 3.15910], [-0.51211, -0.14127, 4.20427], [-0.71260, 1.22108, 3.97031], [-0.55419, 1.73356, 2.67644], [-0.22113, 0.88213, 1.62186], [0.00280, 1.50328, -0.12099], [-1.35721, 2.68328, -0.25840], [1.60963, 2.33061, -0.02127], [2.62106, -2.63763, 0.28649], [2.05690, -2.53216, 2.00378], [2.76402, -1.09540, 1.21430], [-0.40239, -3.49309, 1.32493], [-1.59345, -2.58486, 0.33661], [-0.28995, -3.52594, -0.46100], [0.01729, -2.06887, 3.38188], [-0.61986, -0.52861, 5.21573], [-0.98404, 1.90129, 4.78108], [-0.69109, 2.79641, 2.48034], [-1.14291, 3.58838, 0.32938], [-1.46482, 2.94298, -1.32345], [-2.28158, 2.21221, 0.10785], [1.91959, 2.36821, 1.03205], [2.36932, 1.79258, -0.60346], [1.45753, 3.34016, -0.41965]]
}



5.
{
  "formula": "C13H25IP2Pb",
  "method": "ωB97M-V/def2-TZVPD",
  "lumo_ev": [-9.463, -10.295],
  "total_charge": 2,
  "max_force_ev_per_a": 2.883,
  "gap_ev": [5.67, 4.70],
  "species": ["C", "C", "H", "H", "H", "H", "H", "H", "Pb", "C", "H", "H", "H", "I", "C", "P", "C", "C", "C", "C", "C", "C", "C", "P", "C", "C", "H", "H", "H", "H", "H", "H", "H", "H", "H", "H", "H", "H", "H", "H", "H", "H"],
  "positions_angstrom": [[0.52178, -0.95448, -5.53576], [0.45467, 0.60395, -5.78642], [1.48267, -1.28633, -5.10747], [0.49681, -1.44527, -6.51995], [-0.35863, -1.35969, -5.00949], [1.03293, 1.24863, -5.09799], [0.90763, 0.79070, -6.77400], [-0.58574, 0.95081, -5.84736], [0.63464, -0.06417, -3.13419], [-1.13171, 1.32913, -2.89152], [-0.78432, 2.33238, -3.17419], [-1.49264, 1.31200, -1.85866], [-1.91191, 0.98405, -3.57678], [-1.22340, -2.16055, -2.17908], [-2.98743, 0.14730, 2.13515], [-1.46281, 0.60629, 1.22036], [-1.66248, 2.43504, 1.13344], [-0.25943, 0.51593, 2.62168], [-0.45186, 1.11326, 3.86370], [0.48902, 0.92145, 4.87947], [1.62649, 0.13835, 4.64932], [1.83433, -0.44665, 3.39511], [0.90500, -0.25968, 2.37391], [1.00691, -1.00231, 0.67818], [2.80603, -1.25941, 0.54898], [0.46361, -2.71508, 1.11322], [-3.81630, 0.13524, 1.41682], [-3.19377, 0.86231, 2.94015], [-2.86373, -0.85899, 2.55255], [-1.97356, 2.83773, 2.10679], [-0.70238, 2.87748, 0.83356], [-2.41859, 2.66074, 0.36820], [-1.33946, 1.72574, 4.04901], [0.32841, 1.38425, 5.84890], [2.35116, -0.01764, 5.44615], [2.72990, -1.05030, 3.22932], [3.14811, -1.97890, 1.29933], [3.02054, -1.64068, -0.45676], [3.31634, -0.29986, 0.68350], [1.19781, -3.15541, 1.79963], [-0.52522, -2.67498, 1.58598], [0.39060, -3.28237, 0.17724]]
}